Computed, not measured: a molecular structure, C20H19BrCl5N7O5S5Sn, with ωB97M-V/def2-TZVPD.

Positions of all 63 atoms, in Å:
Sn (0.148662, -0.441257, -0.441319)
N (3.703665, -1.871899, -1.161250)
C (3.286090, -1.857670, 0.201514)
N (1.913221, -2.055585, 0.413283)
C (1.731726, -2.795946, 1.546007)
C (2.789746, -3.436455, 2.090049)
S (4.230621, -3.114781, 1.157871)
C (0.396258, -2.887378, 2.160678)
C (-0.043858, -3.924139, 2.910536)
S (-1.651084, -3.625136, 3.454080)
C (-1.631864, -2.121367, 2.595355)
N (-0.516447, -1.858123, 1.982116)
N (-2.715428, -1.288358, 2.646132)
H (3.247280, -1.089436, -1.627124)
H (4.697741, -1.668796, -1.183580)
H (2.808016, -4.021503, 2.991948)
H (0.465285, -4.842274, 3.139183)
H (-3.599889, -1.771384, 2.611758)
H (-2.656917, -0.534963, 1.965982)
O (3.811654, 1.857584, 0.872738)
S (2.914826, 0.776984, 0.558174)
O (3.771264, -0.537131, 0.830801)
O (1.720005, 0.704766, 1.412821)
O (2.499789, 0.678099, -0.855401)
Cl (0.612498, 3.425480, -0.542366)
C (-0.149204, 3.101650, -2.098326)
C (-0.585453, 1.821343, -2.366258)
C (-1.118463, 1.669998, -3.628369)
Cl (-1.693158, 0.066823, -4.129487)
C (-1.262070, 2.695291, -4.560922)
Cl (-1.997942, 2.435451, -6.123161)
C (-0.811325, 3.969213, -4.231686)
Cl (-0.968559, 5.280787, -5.359875)
C (-0.233263, 4.175227, -2.983610)
Cl (0.365410, 5.764476, -2.579690)
N (-1.665274, 1.265614, 1.306499)
C (-1.035519, 1.951039, 1.994538)
N (-0.276091, 2.712816, 2.756696)
C (0.525623, 2.120567, 3.824203)
C (-0.101883, 2.481235, 5.158291)
O (-0.278034, 3.891072, 5.288118)
C (-1.112217, 4.408577, 4.263914)
C (-0.522584, 4.138729, 2.890001)
H (1.536982, 2.526077, 3.749127)
H (0.587027, 1.046503, 3.670857)
H (0.541879, 2.175785, 5.983347)
H (-1.075654, 1.981391, 5.260377)
H (-1.202925, 5.480421, 4.448465)
H (-2.108774, 3.948186, 4.333615)
H (0.434001, 4.658266, 2.782492)
H (-1.182375, 4.469309, 2.089367)
S (1.189233, -2.162005, -3.342184)
C (-0.007779, -3.012648, -4.063250)
N (-1.299263, -3.018385, -3.733238)
C (-2.172787, -3.954120, -4.398272)
C (-1.522971, -4.223904, -5.751306)
S (0.259558, -4.119611, -5.427990)
H (-1.583407, -2.526654, -2.878343)
H (-3.164696, -3.516659, -4.512787)
H (-2.267784, -4.878824, -3.817422)
H (-1.802555, -3.458141, -6.474553)
H (-1.774169, -5.207983, -6.141687)
Br (-2.396403, -1.856273, -0.927460)

Cartesian forces, eV/Å:
0.6 0.1 0.2
0.1 0.1 -0.1
-0.1 -0.2 -0.2
0.0 0.2 0.0
-0.3 0.1 0.1
0.1 0.0 0.1
0.0 0.0 0.0
0.1 0.2 -0.2
0.0 -0.1 0.0
0.0 -0.1 0.1
0.2 0.1 -0.2
-0.1 -0.1 0.1
-0.2 0.2 0.0
0.0 -0.1 0.0
0.0 0.0 0.0
0.0 0.0 0.1
0.0 0.0 0.0
0.0 0.0 -0.1
0.0 0.0 -0.1
-0.1 0.0 0.0
0.1 -0.3 0.0
-0.1 0.2 0.2
-0.1 0.1 0.0
-0.1 0.1 0.1
0.0 0.0 0.2
0.1 0.2 0.1
0.2 -0.1 -0.1
-0.3 -0.2 -0.2
0.1 0.2 0.1
-0.1 0.0 -0.1
0.1 0.0 0.1
0.0 0.0 0.0
0.0 0.0 0.0
0.0 0.1 0.0
-0.1 -0.1 0.0
-0.1 0.0 0.1
0.2 0.0 -0.1
0.0 -0.1 0.0
0.0 0.1 0.0
0.0 0.0 0.0
0.0 0.0 0.0
0.0 0.0 0.0
0.0 0.0 0.0
0.0 0.0 0.0
0.0 0.0 0.0
0.0 0.0 0.0
0.0 0.0 0.0
0.0 0.0 0.0
0.0 0.0 0.0
0.0 0.0 0.0
0.0 0.0 0.0
0.2 0.0 0.1
-0.3 0.0 0.1
0.3 0.0 -0.2
0.0 0.0 0.0
0.0 0.0 0.0
0.0 0.0 -0.1
-0.2 0.0 0.1
0.0 0.0 0.0
0.0 0.0 0.0
0.0 0.0 0.0
0.0 0.0 0.0
-0.4 -0.2 0.2

Computed properties:
- Total charge: -2
- E: -234382.2766 eV
- 2S+1: 1
- F_max: 0.6 eV/A
- Orbital gap: 0.201 hartree

What are the Mulliken partial charges on each atom? They are as follows, in elementary charge units: 1.75 -0.56 0.48 -0.01 -0.08 -0.65 -0.44 -0.44 -0.46 -0.34 0.19 0.29 -0.46 0.28 0.26 0.42 0.48 0.25 0.29 -0.74 1.21 -0.42 -0.60 -0.69 -0.19 1.36 -1.75 0.95 -0.18 -0.68 -0.23 0.76 -0.25 -0.64 -0.23 -0.89 0.57 0.13 -0.33 -0.68 -0.39 -0.61 -0.52 0.25 0.28 0.37 0.34 0.35 0.32 0.27 0.46 -0.31 0.29 0.41 -0.62 -0.53 -0.17 -0.35 0.29 0.29 0.29 0.37 -0.84

---

Computed, not measured: a molecular structure, C20H19Cl2FI2N6OS2Sn, with ωB97M-V/def2-TZVPD.

Positions of all 54 atoms, in Å:
Sn (1.007870, 0.122135, 0.348580)
I (-5.636502, -1.284140, 4.808134)
C (-4.001262, -0.611254, 3.637493)
C (-4.018624, 0.669399, 3.119005)
C (-2.967752, 1.044992, 2.318966)
I (-2.919934, 2.934149, 1.384096)
C (-1.868675, 0.219171, 2.024157)
O (-0.963494, 0.675636, 1.226033)
C (-1.859657, -1.059790, 2.623719)
C (-0.675812, -1.975598, 2.482233)
N (-0.251927, -2.163036, 1.097713)
C (-1.257879, -2.801303, 0.275374)
C (-1.152837, -2.459961, -1.186939)
C (-2.042520, -3.046553, -2.086083)
C (-1.965830, -2.718082, -3.424673)
C (-1.000143, -1.804765, -3.825916)
C (-0.174350, -1.261522, -2.861041)
N (-0.235962, -1.587220, -1.576695)
C (-2.937882, -1.461207, 3.396812)
H (-4.829319, 1.348577, 3.334734)
H (0.176931, -1.538786, 3.010738)
H (-0.912576, -2.941105, 2.956601)
H (0.600317, -2.717077, 1.100209)
H (-1.246053, -3.898961, 0.385900)
H (-2.240340, -2.448884, 0.613104)
H (-2.785464, -3.737267, -1.719307)
H (-2.652417, -3.148766, -4.137784)
H (-0.908723, -1.508169, -4.858734)
H (0.573723, -0.525417, -3.121411)
H (-2.939289, -2.452390, 3.826851)
N (3.192993, 1.908879, 2.903961)
C (3.077623, 2.680583, 1.825237)
N (2.313539, 2.409080, 0.812290)
C (2.314155, 3.407830, -0.124008)
C (3.121456, 4.461033, 0.163292)
S (3.902850, 4.230629, 1.688592)
C (1.426259, 3.291005, -1.259338)
C (1.405639, 4.048046, -2.390848)
S (0.063112, 3.607933, -3.390990)
C (-0.392772, 2.427153, -2.170197)
N (0.424443, 2.368333, -1.176616)
N (-1.464464, 1.611339, -2.289426)
H (2.814860, 0.969882, 2.814745)
H (3.949364, 2.061043, 3.546750)
H (3.283879, 5.355390, -0.399901)
H (2.074465, 4.824496, -2.697153)
H (-2.240441, 1.936828, -2.844442)
H (-1.711883, 1.177942, -1.408166)
F (2.277622, -0.643315, 2.037550)
Cl (3.404847, -0.896312, -1.419595)
C (4.574201, -2.055554, -2.083166)
Cl (4.163430, -2.485791, -3.746593)
H (4.550294, -2.962774, -1.482093)
H (5.560910, -1.596483, -2.081753)

Cartesian forces, eV/Å:
-0.3 -0.5 1.0
0.4 0.2 -0.2
-0.5 -0.3 0.5
-0.1 0.0 0.1
0.1 0.5 -0.4
-0.2 -0.2 0.2
-0.5 -0.2 0.4
1.7 0.0 -0.8
0.0 0.0 0.0
0.1 0.0 0.3
0.5 0.1 -0.2
-0.2 -0.1 0.0
-0.2 -0.2 -0.2
0.1 0.0 0.0
0.1 0.1 0.1
-0.1 0.0 0.0
0.1 0.0 -0.3
-0.1 0.0 0.3
-0.1 0.0 0.0
0.0 0.0 -0.1
0.0 -0.1 0.0
0.0 0.1 0.0
0.0 0.1 0.0
-0.1 0.2 0.0
0.1 -0.1 0.0
-0.1 -0.1 0.0
0.0 -0.1 -0.1
0.1 0.0 -0.1
0.1 0.1 -0.1
0.0 -0.1 0.0
0.1 -0.3 0.5
0.4 0.9 -0.1
-0.5 -0.6 0.2
0.7 0.8 0.3
-0.1 -0.3 0.0
-0.2 -0.4 -0.1
-0.1 0.5 -1.0
-0.1 -0.3 0.2
-0.1 -0.3 0.5
0.3 0.6 -0.6
-0.3 -0.4 0.6
-0.4 -0.3 -0.1
0.0 -0.5 0.0
0.0 0.0 0.0
0.0 0.2 -0.2
0.2 0.2 0.0
0.1 -0.1 0.1
-0.2 0.0 0.0
-0.8 0.6 -0.5
0.3 -0.2 -0.1
0.1 0.0 0.0
0.0 -0.1 -0.1
0.0 0.2 -0.1
-0.2 -0.1 0.0

Computed properties:
- Total charge: 0
- E: -103504.6018 eV
- 2S+1: 1
- F_max: 1.9 eV/A
- Orbital gap: 0.286 hartree

What are the Mulliken partial charges on each atom? They are as follows, in elementary charge units: 1.53 0.02 -0.43 -0.31 -0.41 -0.01 0.27 -0.45 0.65 -0.99 0.08 -0.90 0.34 -0.77 -0.37 -0.94 -0.19 0.23 -0.71 0.39 0.31 0.43 0.23 0.41 0.38 0.44 0.42 0.44 0.45 0.37 -0.39 0.31 0.14 -0.21 -0.44 -0.25 -0.27 -0.33 -0.25 0.10 0.07 -0.19 0.21 0.23 0.43 0.46 0.28 0.05 -0.79 -0.04 -0.45 -0.17 0.27 0.33